Record 1
The following is a DFT calculation (wB97M-V/def2-TZVPD) of a molecular structure, C3H4N2O.

The orbital gap (alpha / beta) comes out at 9.177 / 9.177 eV. As for the net charge: 0. The value obtained for the max |F| is 0.011 hartree/bohr. As for the HOMO energy (alpha / beta): -8.70 / -8.70 eV. The energy relative to the best compared isomer or geometry (same formula, charge and spin) is 3.201 eV. Its LUMO energy (alpha / beta) is 0.478 / 0.477 eV.

Last column: natural (NBO) charge in e.
Geometry (Å):
1 O -0.583 -2.087 -0.296  -0.584
2 N 1.393 -0.199 -0.069  -0.767
3 N -1.171 0.628 1.097  -0.300
4 C -0.866 -0.923 -0.495  0.376
5 C 0.105 0.166 -0.209  0.148
6 C -0.488 1.359 0.343  -0.034
7 H -0.252 2.424 0.343  0.194
8 H -1.822 -0.585 -0.922  0.145
9 H 2.087 0.406 0.340  0.401
10 H 1.597 -1.188 -0.133  0.420



Record 2
The following is a DFT calculation (wB97M-V/def2-TZVPD) of C3H4N2O in the gas phase.

The orbital gap comes out at 9.456 eV. As for the net charge: 0. The value obtained for the max |F| is 0.008 hartree/bohr. As for the HOMO energy: -8.68 eV. As for the structure (SMILES): Oc1cn[nH]c1. The energy relative to the best compared isomer or geometry (same formula, charge and spin) is 1.287 eV. Its LUMO energy is 0.774 eV.

Last column: natural (NBO) charge in e.
Geometry (Å):
1 O 0.457 -0.196 2.020  -0.661
2 N -0.250 0.381 -1.385  -0.324
3 N -0.596 -0.902 -1.307  -0.242
4 C 0.207 0.894 -0.208  -0.162
5 C 0.142 -0.147 0.694  0.186
6 C -0.359 -1.240 -0.046  -0.113
7 H 0.537 1.920 -0.120  0.216
8 H -0.545 -2.246 0.304  0.214
9 H -0.333 0.858 -2.268  0.406
10 H 0.740 0.678 2.315  0.480



Record 3
The following is a DFT calculation (wB97M-V/def2-TZVPD) of C3H4N2O in the gas phase in a non-equilibrium geometry.

The orbital gap comes out at 11.208 eV. As for the net charge: 0. The value obtained for the max |F| is 0.021 hartree/bohr. As for the HOMO energy: -10.64 eV. As for the structure (SMILES): N#CCNC=O. The energy relative to the best compared isomer or geometry (same formula, charge and spin) is 0.812 eV. Its LUMO energy is 0.570 eV.

Last column: natural (NBO) charge in e.
Geometry (Å):
1 O -1.688 1.431 -0.031  -0.591
2 N -0.499 -0.525 0.078  -0.611
3 N 2.575 0.132 -1.354  -0.296
4 C 0.760 0.026 0.542  -0.335
5 C 1.781 0.101 -0.515  0.259
6 C -1.588 0.238 -0.191  0.536
7 H 1.164 -0.555 1.376  0.244
8 H -2.404 -0.423 -0.562  0.109
9 H -0.665 -1.466 -0.253  0.406
10 H 0.564 1.041 0.909  0.279



Record 4
The following is a DFT calculation (wB97M-V/def2-TZVPD) of 2 unconnected molecules or ions with the total composition C3H4N2O in a non-equilibrium geometry.

The orbital gap comes out at 9.934 eV. As for the net charge: 0. The value obtained for the max |F| is 0.227 hartree/bohr. As for the HOMO energy: -9.77 eV. The energy relative to the best compared isomer or geometry (same formula, charge and spin) is 7.307 eV. Its LUMO energy is 0.160 eV.

Last column: natural (NBO) charge in e.
Geometry (Å):
1 O 0.889 -1.355 -0.580  -0.516
2 N -0.137 0.624 -0.709  -0.381
3 N 0.851 0.893 -1.615  -0.650
4 C 0.185 -0.507 -0.016  0.581
5 C -0.714 -0.759 1.233  -0.159
6 C -1.221 -1.468 2.269  -0.135
7 H 0.334 1.538 -2.449  0.354
8 H 1.840 1.478 -1.523  0.385
9 H -0.231 1.480 0.384  0.288
10 H -1.797 -1.925 3.007  0.234



Record 5
The following is a DFT calculation (wB97M-V/def2-TZVPD) of C3H4N2O2 in the gas phase in a non-equilibrium geometry.

The orbital gap comes out at 10.547 eV. As for the net charge: 0. The value obtained for the max |F| is 0.053 hartree/bohr. As for the HOMO energy: -9.88 eV. As for the structure (SMILES): N[C@@H]1C(=O)N2O[C@H]12. The energy relative to the best compared isomer or geometry (same formula, charge and spin) is 5.306 eV. Its LUMO energy is 0.666 eV.

Last column: natural (NBO) charge in e.
Geometry (Å):
1 O -1.154 1.123 0.672  -0.372
2 O 1.476 1.916 -0.244  -0.480
3 N 0.943 -1.107 0.726  -0.812
4 N -0.979 1.384 -0.768  -0.179
5 C 0.338 -0.352 -0.322  -0.163
6 C 0.569 1.168 -0.309  0.699
7 C -1.167 0.059 -0.290  0.133
8 H 0.648 -0.786 1.644  0.373
9 H -2.055 -0.544 -0.453  0.211
10 H 0.762 -2.099 0.638  0.369
11 H 0.620 -0.760 -1.295  0.221



Record 6
The following is a DFT calculation (wB97M-V/def2-TZVPD) of C3H4N2O2 in the gas phase in a non-equilibrium geometry.

The orbital gap comes out at 10.567 eV. As for the net charge: 0. The value obtained for the max |F| is 0.096 hartree/bohr. As for the HOMO energy: -9.88 eV. As for the structure (SMILES): CC1=NOC=NO1. The energy relative to the best compared isomer or geometry (same formula, charge and spin) is 5.964 eV. Its LUMO energy is 0.685 eV.

Last column: natural (NBO) charge in e.
Geometry (Å):
1 O -0.261 -1.076 -0.244  -0.381
2 O 1.241 1.057 -0.187  -0.387
3 N -0.271 1.267 0.194  -0.168
4 N 1.146 -1.176 0.236  -0.212
5 C -2.345 -0.043 0.022  -0.681
6 C 1.733 -0.126 0.001  0.370
7 C -0.863 0.130 0.050  0.506
8 H -2.606 -0.737 -0.743  0.249
9 H 2.892 0.002 0.062  0.195
10 H -2.601 -0.561 0.998  0.256
11 H -2.794 1.047 -0.309  0.252



Record 7
The following is a DFT calculation (wB97M-V/def2-TZVPD) of C3H4N2O2 in the gas phase in a non-equilibrium geometry.

The orbital gap comes out at 10.255 eV. As for the net charge: 0. The value obtained for the max |F| is 0.052 hartree/bohr. As for the HOMO energy: -9.41 eV. As for the structure (SMILES): Cn1ncoc1=O. The energy relative to the best compared isomer or geometry (same formula, charge and spin) is 2.742 eV. Its LUMO energy is 0.844 eV.

Last column: natural (NBO) charge in e.
Geometry (Å):
1 O -0.708 -2.143 -0.529  -0.506
2 O -1.134 -0.770 1.544  -0.551
3 N -0.467 1.125 0.559  -0.344
4 N 0.032 0.104 -0.245  -0.311
5 C 1.197 0.263 -1.091  -0.396
6 C -1.104 0.536 1.516  0.366
7 C -0.519 -1.083 -0.050  0.894
8 H 1.356 -0.768 -1.418  0.223
9 H 2.018 0.722 -0.512  0.223
10 H -1.675 1.156 2.211  0.191
11 H 1.005 0.856 -1.986  0.213



Record 8
The following is a DFT calculation (wB97M-V/def2-TZVPD) of C3H4N2O2 in the gas phase in a non-equilibrium geometry.

The orbital gap comes out at 9.236 eV. As for the net charge: 0. The value obtained for the max |F| is 0.112 hartree/bohr. As for the HOMO energy: -9.12 eV. As for the structure (SMILES): O/N=C1/C=NOC1. The energy relative to the best compared isomer or geometry (same formula, charge and spin) is 6.084 eV. Its LUMO energy is 0.113 eV.

Last column: natural (NBO) charge in e.
Geometry (Å):
1 O -2.256 1.007 0.166  -0.572
2 O 1.607 -0.229 -1.134  -0.339
3 N 1.747 -0.979 0.032  -0.042
4 N -1.425 0.107 0.907  -0.113
5 C -0.241 0.016 0.310  0.102
6 C 0.666 -0.958 0.793  -0.059
7 C 0.352 0.593 -0.945  -0.164
8 H 0.675 -1.451 1.836  0.246
9 H -2.893 1.219 1.068  0.488
10 H -0.271 0.632 -1.813  0.229
11 H 0.759 1.566 -0.879  0.223



Record 9
The following is a DFT calculation (wB97M-V/def2-TZVPD) of C3H4N2O2 in the gas phase in a non-equilibrium geometry.

The orbital gap comes out at 8.829 eV. As for the net charge: 0. The value obtained for the max |F| is 0.024 hartree/bohr. As for the HOMO energy: -9.20 eV. The energy relative to the best compared isomer or geometry (same formula, charge and spin) is 4.863 eV. Its LUMO energy is -0.374 eV.

Last column: natural (NBO) charge in e.
Geometry (Å):
1 O -2.288 -0.675 0.292  -0.669
2 O 2.054 0.564 1.273  -0.661
3 N 1.214 0.441 -0.886  -0.710
4 N -0.112 -0.078 0.944  -0.617
5 C 1.070 0.315 0.392  0.692
6 C -0.888 -0.215 -1.360  -0.043
7 C -1.001 -0.265 0.013  0.411
8 H -2.325 -1.639 0.231  0.500
9 H -1.564 0.462 -1.906  0.203
10 H 2.194 0.629 -1.141  0.389
11 H 1.647 0.461 2.150  0.504



Record 10
The following is a DFT calculation (wB97M-V/def2-TZVPD) of 2 unconnected molecules or ions with the total composition C3H4N2O2 in a non-equilibrium geometry.

The orbital gap (alpha / beta) comes out at 8.434 / 8.434 eV. As for the net charge: 0. The value obtained for the max |F| is 0.131 hartree/bohr. As for the HOMO energy (alpha / beta): -8.04 / -8.04 eV. The energy relative to the best compared isomer or geometry (same formula, charge and spin) is 4.005 eV. Its LUMO energy (alpha / beta) is 0.390 / 0.390 eV.

Last column: natural (NBO) charge in e.
Geometry (Å):
1 O 4.084 -1.355 0.336  -0.511
2 O 2.405 -0.028 1.157  -0.509
3 N -1.657 -1.529 1.472  -0.617
4 N -1.527 -0.637 0.488  -0.014
5 C -0.817 1.151 -1.196  -0.723
6 C 3.237 -0.683 0.721  1.020
7 C -1.300 0.098 -0.433  0.261
8 H -2.624 -1.497 1.812  0.334
9 H -0.970 2.225 -0.822  0.245
10 H 0.277 0.908 -1.323  0.265
11 H -1.107 1.346 -2.212  0.250



Copy entry 10 word for word.
The following is a DFT calculation (wB97M-V/def2-TZVPD) of 2 unconnected molecules or ions with the total composition C3H4N2O2 in a non-equilibrium geometry.

The orbital gap (alpha / beta) comes out at 8.434 / 8.434 eV. As for the net charge: 0. The value obtained for the max |F| is 0.131 hartree/bohr. As for the HOMO energy (alpha / beta): -8.04 / -8.04 eV. The energy relative to the best compared isomer or geometry (same formula, charge and spin) is 4.005 eV. Its LUMO energy (alpha / beta) is 0.390 / 0.390 eV.

Last column: natural (NBO) charge in e.
Geometry (Å):
1 O 4.084 -1.355 0.336  -0.511
2 O 2.405 -0.028 1.157  -0.509
3 N -1.657 -1.529 1.472  -0.617
4 N -1.527 -0.637 0.488  -0.014
5 C -0.817 1.151 -1.196  -0.723
6 C 3.237 -0.683 0.721  1.020
7 C -1.300 0.098 -0.433  0.261
8 H -2.624 -1.497 1.812  0.334
9 H -0.970 2.225 -0.822  0.245
10 H 0.277 0.908 -1.323  0.265
11 H -1.107 1.346 -2.212  0.250



> net charge of number 6 (C3H4N2O2)?

0



> Which formula does entry 3 have?

C3H4N2O